1.
C25H41F5IrP2 | the ωB97M-V functional and the def2-TZVPD basis

Output
Multiplicity ... 6
HOMO (spin up / spin down) ... -12.97 / -13.54 eV
Net charge ... +2
E_LUMO (spin up / spin down) ... -6.217 / -8.910 eV
DFT total energy ... -2262.71192 Ha

CARTESIAN COORDINATES (ANGSTROEM)
Ir  0.1051  -1.1236  -0.5157
C  2.2233  1.3231  1.9054
C  1.3587  1.8260  0.8722
C  0.4404  2.3915  2.8972
C  1.6776  1.7377  3.1446
C  0.2075  2.3960  1.4976
C  3.5358  0.6883  1.7294
H  3.8264  0.6215  0.6808
H  3.5767  -0.3250  2.1515
H  4.2953  1.2861  2.2545
C  2.4084  1.7817  4.4149
H  3.1497  0.9773  4.4689
H  1.7284  1.7254  5.2710
H  2.9597  2.7387  4.4888
C  -0.3110  3.1934  3.8729
H  0.1576  4.1904  3.9834
H  -0.3152  2.7245  4.8667
H  -1.3443  3.3613  3.5321
C  -0.8892  3.0983  0.8226
H  -0.7712  4.1850  0.9283
H  -1.8731  2.8352  1.2380
H  -0.8886  2.8885  -0.2470
C  1.6854  1.9623  -0.5418
H  1.7756  3.0210  -0.8623
H  0.9298  1.4798  -1.1820
H  2.6418  1.4702  -0.7771
C  -0.5552  -2.9014  -0.8708
C  0.8199  -2.9145  -1.5175
C  0.9434  -2.6697  -3.0182
C  0.1647  -1.4449  -3.4840
C  -0.1836  -0.4588  -2.3189
C  -1.7252  -0.3275  -2.1949
C  -2.4572  -1.6913  -2.3096
C  -1.7974  -2.9937  -1.7469
H  0.6024  -3.5879  -3.5036
H  -0.7301  -1.7939  -4.0236
H  1.9989  -2.5971  -3.2966
H  -1.5514  -3.7426  -2.5211
H  -0.5839  -3.4958  0.0615
H  1.3424  -3.8305  -1.2140
H  -2.5733  -3.4999  -1.1342
H  -3.4450  -1.6236  -1.8234
H  -2.0380  0.2368  -3.0933
H  -2.7128  -1.8779  -3.3645
H  0.7731  -0.9113  -4.2401
H  0.1932  0.5275  -2.6666
P  2.1746  -1.9097  -0.3626
C  2.4574  -3.1489  0.9155
C  3.6725  -1.5562  -1.3019
P  -3.3752  2.1316  -1.0033
C  -2.2311  0.5508  -0.9766
C  -2.8885  2.6551  -2.6927
C  -4.9152  1.1500  -1.1431
H  1.9718  -2.8204  1.8409
H  3.5352  -3.2426  1.0568
H  2.0156  -4.1051  0.6038
H  3.4476  -1.4270  -2.3634
H  4.3684  -2.3999  -1.1306
H  4.0964  -0.6272  -0.8893
H  -4.8328  0.4256  -1.9554
H  -5.7653  1.8282  -1.2769
H  -5.0492  0.6267  -0.1838
H  -2.8025  -0.0938  -0.2959
H  -1.3642  0.8829  -0.3801
H  -2.8362  3.7513  -2.6636
H  -3.6100  2.3222  -3.4416
H  -1.8850  2.2739  -2.9159
F  -1.9594  -1.9827  1.3864
C  -0.9797  -1.0068  1.5657
F  -1.6594  0.1976  1.7517
C  -0.2649  -1.2724  2.9555
F  -0.6571  -2.4497  3.5057
F  1.1176  -1.3034  2.9064
F  -0.5569  -0.3069  3.8739

---

2.
C20H23N5O3 | the ωB97M-V functional and the def2-TZVPD basis

Output
HOMO ... -9.00 eV
E_LUMO ... 0.095 eV
DFT total energy ... -1275.43557 Ha
SMILES ... COCCNC(=O)CN(C(=O)Cn1nnc2ccccc21)c1ccc(C)cc1
ΔE to the lowest compared entry with this formula, charge and spin ... 2.387 eV

CARTESIAN COORDINATES (ANGSTROEM)
C  -3.4823  -4.1565  0.2435
O  -4.0145  -2.8882  -0.0317
C  -3.1045  -1.8460  0.2384
C  -3.7625  -0.5209  -0.1568
N  -2.8133  0.5664  -0.1481
C  -2.7858  1.4868  0.8312
O  -3.5766  1.5315  1.7496
C  -1.6978  2.5636  0.6940
N  -0.4974  2.1439  -0.0010
C  -0.3737  2.4488  -1.3158
O  -1.1258  3.2003  -1.8966
C  0.7484  1.7243  -2.0838
N  0.8368  0.3467  -1.7019
N  -0.2683  -0.3907  -1.5433
N  0.0208  -1.5547  -1.1261
C  1.3705  -1.6457  -0.9828
C  2.1937  -2.6834  -0.5454
C  3.5432  -2.4329  -0.5017
C  4.0822  -1.1940  -0.8822
C  3.2914  -0.1573  -1.3179
C  1.9232  -0.3968  -1.3600
C  0.4927  1.4659  0.7550
C  1.7825  1.9812  0.8230
C  2.7629  1.3103  1.5292
C  2.4781  0.1249  2.1947
C  3.5507  -0.6301  2.9147
C  1.1735  -0.3533  2.1626
C  0.1843  0.3079  1.4602
H  -4.2517  -4.8809  -0.0160
H  -2.5810  -4.3462  -0.3532
H  -3.2272  -4.2605  1.3061
H  -2.1789  -1.9879  -0.3418
H  -2.8455  -1.8369  1.3096
H  -4.5616  -0.2739  0.5444
H  -4.1835  -0.6294  -1.1590
H  -2.0676  0.5067  -0.8316
H  -1.4445  2.9157  1.6965
H  -2.1348  3.3925  0.1272
H  1.7137  2.2051  -1.9173
H  0.4920  1.8109  -3.1458
H  1.7738  -3.6331  -0.2579
H  4.2181  -3.2080  -0.1700
H  5.1517  -1.0559  -0.8300
H  3.7121  0.7917  -1.6122
H  2.0114  2.9134  0.3269
H  3.7627  1.7174  1.5672
H  4.3673  0.0285  3.1996
H  3.1546  -1.1111  3.8057
H  3.9509  -1.4068  2.2619
H  0.9271  -1.2625  2.6901
H  -0.8206  -0.0825  1.4445

---

3.
ClHNO2S2 | the ωB97M-V functional and the def2-TZVPD basis

Output
HOMO ... -4.17 eV
Net charge ... -1
E_LUMO ... 3.586 eV
DFT total energy ... -1462.39533 Ha
ΔE to the lowest compared entry with this formula, charge and spin ... 1.741 eV

CARTESIAN COORDINATES (ANGSTROEM)
N  -0.0809  -0.5430  0.4494
O  -1.8318  0.8064  -0.8194
O  -0.3097  1.8589  0.9716
S  1.5175  -1.0391  0.6618
S  -0.2123  1.1480  -0.2793
Cl  2.5332  -2.4142  -0.8096
H  -1.6160  0.1830  -0.1746

---

4.
C8H10NO2 | the ωB97M-V functional and the def2-TZVPD basis

Output
HOMO ... -12.64 eV
Net charge ... +1
E_LUMO ... -3.712 eV
DFT total energy ... -515.84997 Ha
SMILES ... OC(O)=[NH+]Cc1ccccc1
ΔE to the lowest compared entry with this formula, charge and spin ... 0.000 eV

CARTESIAN COORDINATES (ANGSTROEM)
O  -3.4214  0.8323  0.5019
C  -2.3741  0.0752  0.3244
O  -1.7551  -0.5386  1.2862
N  -1.9388  -0.0704  -0.8926
C  -0.7607  -0.8580  -1.2578
C  0.4932  -0.3455  -0.5837
C  0.8236  1.0012  -0.6759
C  1.9642  1.4799  -0.0557
C  2.7857  0.6136  0.6480
C  2.4715  -0.7312  0.7236
C  1.3234  -1.2119  0.1143
H  -3.7881  0.8895  1.3988
H  -2.0580  -0.3844  2.1981
H  -2.4414  0.4286  -1.6190
H  -0.6700  -0.8025  -2.3425
H  -0.9305  -1.8986  -0.9700
H  0.1990  1.6771  -1.2409
H  2.2133  2.5269  -0.1264
H  3.6750  0.9887  1.1307
H  3.1149  -1.4112  1.2607
H  1.0744  -2.2608  0.1779

---

5.
C36H25Cl3F12N3O3PdS | the ωB97M-V functional and the def2-TZVPD basis

Output
HOMO ... -3.84 eV
Net charge ... -1
E_LUMO ... 1.854 eV
DFT total energy ... -4882.05575 Ha
ΔE to the lowest compared entry with this formula, charge and spin ... 0.000 eV

CARTESIAN COORDINATES (ANGSTROEM)
Pd  -1.1715  -0.9682  -0.9270
C  -5.3209  -0.7785  4.3943
C  -4.3404  -1.1838  3.3255
C  -3.1253  -1.7814  3.6338
C  -2.2488  -2.1496  2.6370
C  -2.5242  -1.9509  1.2693
N  -1.6352  -2.4174  0.3118
C  -0.8037  -3.4865  0.5743
C  -1.3627  -4.6149  1.2164
C  -0.6419  -5.7526  1.4823
C  0.6938  -5.8515  1.0960
C  1.4924  -7.1071  1.3283
C  1.2444  -4.7652  0.4447
C  0.5491  -3.5785  0.1779
C  1.2918  -2.4446  -0.5646
O  0.7665  -1.1894  -0.5212
C  2.7212  -2.2390  0.0258
F  3.2853  -1.1228  -0.4570
F  2.6679  -2.1055  1.3594
F  3.6109  -3.2268  -0.2359
C  1.4421  -2.8730  -2.0633
F  0.2441  -2.9155  -2.6600
F  2.1967  -1.9979  -2.7625
F  2.0054  -4.0853  -2.2466
C  -3.7207  -1.2517  0.9520
C  -4.6036  -0.9386  1.9856
C  -4.1100  -0.9917  -0.5244
O  -3.1118  -1.1249  -1.4283
C  -5.1701  -2.0790  -0.8884
F  -5.3998  -2.1811  -2.2003
F  -4.7709  -3.2897  -0.4723
F  -6.3713  -1.8371  -0.2992
C  -4.7763  0.4119  -0.7856
F  -5.5992  0.9024  0.1711
F  -3.8320  1.3458  -0.9600
F  -5.5080  0.3923  -1.9138
H  -5.2349  -1.4204  5.2727
H  -6.3477  -0.8433  4.0304
H  -5.1572  0.2517  4.7241
H  -2.8587  -1.9681  4.6697
H  -1.3140  -2.6248  2.9015
H  -2.4091  -4.5641  1.4881
H  -1.1271  -6.5880  1.9775
H  1.1412  -7.6394  2.2141
H  2.5505  -6.8812  1.4694
H  1.4148  -7.7946  0.4813
H  2.2719  -4.8518  0.1257
H  -5.5564  -0.4952  1.7417
Cl  5.8147  0.2786  0.7927
C  4.8202  1.2605  -0.2304
C  3.5715  1.6694  0.2118
C  2.8221  2.5121  -0.5889
C  3.2864  2.9467  -1.8319
C  2.4750  3.9474  -2.6292
C  1.3307  3.3362  -3.4418
N  0.3712  2.6142  -2.6314
C  -0.4666  3.1389  -1.6674
C  -1.0657  2.0739  -1.0735
N  -0.6291  0.9127  -1.6690
C  0.2383  1.2698  -2.5815
O  1.8595  4.8996  -1.7768
C  2.7554  5.7148  -1.0294
C  2.1904  5.9235  0.3403
C  1.0686  6.6482  0.6038
Cl  0.1312  7.5225  -0.5386
S  0.6201  6.6141  2.2566
C  1.9590  5.6144  2.6329
C  2.6987  5.3251  1.5314
C  4.5098  2.4572  -2.2636
Cl  5.1352  2.8984  -3.8341
C  5.2912  1.6254  -1.4769
H  3.1923  1.3218  1.1632
H  1.8550  2.8563  -0.2436
H  3.1320  4.4596  -3.3410
H  1.7278  2.6454  -4.1848
H  0.8258  4.1529  -3.9601
H  -0.5314  4.1960  -1.4904
H  -1.7773  2.0599  -0.2718
H  0.7922  0.5958  -3.2150
H  2.8839  6.6698  -1.5497
H  3.7335  5.2348  -0.9457
H  2.1162  5.2808  3.6453
H  3.5738  4.6905  1.5463
H  6.2519  1.2796  -1.8290

---

6.
C42H120N10O14 | the ωB97M-V functional and the def2-TZVPD basis

Output
HOMO ... -8.62 eV
E_LUMO ... 0.413 eV
DFT total energy ... -3272.80095 Ha

CARTESIAN COORDINATES (ANGSTROEM)
C  3.7742  -0.4781  6.2666
C  4.4680  0.8451  6.4360
C  3.7686  1.6844  7.4971
O  4.5719  2.7847  7.8483
C  3.7147  3.7920  8.4640
N  5.8371  0.6207  6.8028
H  4.0681  -1.2367  7.0341
H  4.1339  -0.9510  5.3440
H  2.6317  -0.3652  6.2603
H  4.3958  1.3969  5.4704
H  3.7198  0.9598  8.3988
H  2.7337  1.9817  7.2309
H  4.2605  4.5358  8.9358
H  3.0568  3.2293  9.2598
H  3.0131  4.1455  7.7380
H  5.8819  0.0559  7.6651
H  6.4307  1.4001  6.8899
C  -2.1588  6.9962  -2.8909
C  -2.1824  7.2009  -1.3621
C  -1.8323  5.9045  -0.7522
O  -1.5900  6.0610  0.5842
C  -1.4098  4.7684  1.1940
N  -1.3703  8.2878  -0.9679
H  -2.4224  7.9060  -3.4724
H  -2.9035  6.1683  -3.0434
H  -1.1935  6.6573  -3.1219
H  -3.2368  7.4773  -1.1232
H  -0.9290  5.3786  -1.2145
H  -2.6918  5.1674  -0.8341
H  -0.4637  4.3510  0.7482
H  -2.2707  4.1503  0.9503
H  -1.1712  4.9051  2.2285
H  -0.4084  8.2069  -1.3179
H  -1.1832  8.2311  0.0267
C  -4.6649  0.3334  3.3901
C  -4.2205  1.7684  3.7239
C  -5.4263  2.7198  3.8985
O  -5.9950  2.9453  2.5933
C  -7.1677  3.7683  2.7859
N  -3.4784  1.7709  5.0200
H  -3.8281  -0.4011  3.3193
H  -5.2130  0.2465  2.4392
H  -5.2915  0.0521  4.2080
H  -3.5857  2.1801  2.9239
H  -4.9963  3.6386  4.3089
H  -6.1720  2.2706  4.5665
H  -7.9394  3.1959  3.3059
H  -7.5954  4.0759  1.8395
H  -6.9265  4.6355  3.3214
H  -4.0968  1.3636  5.7458
H  -3.3728  2.7825  5.3538
C  -2.7536  -3.0882  3.5419
C  -2.0526  -3.9194  4.6062
C  -0.6396  -4.1753  4.1338
O  -0.5124  -4.4080  2.7635
C  0.8713  -4.5637  2.4205
N  -1.9690  -3.1587  5.8853
H  -2.3001  -2.0992  3.5626
H  -3.7348  -2.7694  3.8966
H  -2.7469  -3.5121  2.5494
H  -2.6734  -4.8406  4.8556
H  -0.1714  -4.9709  4.7767
H  0.0237  -3.3608  4.3785
H  0.8854  -4.9665  1.4349
H  1.2469  -5.3944  3.0034
H  1.3720  -3.6215  2.6054
H  -1.8257  -2.1853  5.7126
H  -2.8798  -3.2347  6.4015
C  -2.6613  0.0361  -6.3244
C  -3.5747  -0.8363  -7.2050
C  -2.8462  -1.2429  -8.4448
O  -3.7116  -1.8206  -9.4105
C  -3.0274  -2.2036  -10.6752
N  -4.1576  -1.9909  -6.3490
H  -1.8027  -0.5481  -6.0557
H  -3.1763  0.2904  -5.3708
H  -2.2718  0.9292  -6.7789
H  -4.3787  -0.2055  -7.5719
H  -2.0455  -1.9449  -8.1988
H  -2.2971  -0.4091  -8.8416
H  -2.7884  -1.3396  -11.2560
H  -3.7143  -2.8594  -11.1149
H  -2.1045  -2.6964  -10.3428
H  -4.8785  -2.4941  -6.8407
H  -3.3984  -2.6548  -6.1534
C  2.2809  4.3300  0.3869
C  2.2321  5.2439  -0.7992
C  2.7149  6.7094  -0.5127
O  1.8771  7.2322  0.5217
C  2.0519  8.5821  0.6326
N  3.1224  4.7842  -1.9099
H  1.5733  3.5387  0.1426
H  1.8395  4.7664  1.3320
H  3.2466  3.9108  0.7119
H  1.2213  5.3575  -1.2032
H  2.6370  7.2788  -1.4482
H  3.7358  6.7218  -0.1277
H  1.6486  9.2037  -0.1982
H  3.1508  8.8335  0.6575
H  1.6759  8.8839  1.5716
H  2.6300  5.0751  -2.7552
H  3.0244  3.7533  -1.8921
C  3.7932  -0.3551  0.8892
C  5.2714  0.0838  0.5935
C  6.1771  -0.8878  1.2262
O  6.0775  -0.9781  2.6824
C  6.5967  -2.1854  3.1002
N  5.4999  0.2766  -0.8747
H  3.4651  -1.1588  0.2181
H  3.0865  0.4780  0.8660
H  3.7853  -0.8913  1.8247
H  5.5149  1.0819  0.9675
H  7.1830  -0.6864  1.0274
H  6.0937  -1.9143  0.9389
H  7.6421  -2.3424  2.9332
H  5.9725  -2.9794  2.6607
H  6.5188  -2.1811  4.1881
H  6.3701  0.7795  -0.9802
H  5.6577  -0.6457  -1.2544
C  -2.2492  -5.4074  0.2366
C  -2.9172  -5.6402  -1.1194
C  -2.8824  -4.3211  -1.8703
O  -3.5975  -3.2555  -1.2621
C  -5.0097  -3.1019  -1.5389
N  -2.2009  -6.5984  -1.9169
H  -1.5877  -4.6132  0.1020
H  -1.6672  -6.3332  0.5826
H  -2.8779  -5.0597  1.0311
H  -3.9746  -6.0557  -1.0520
H  -3.1168  -4.5219  -2.9072
H  -1.7740  -3.9478  -1.8841
H  -5.6043  -3.9642  -1.2905
H  -5.2397  -2.8685  -2.6150
H  -5.4801  -2.3061  -0.9342
H  -1.2762  -6.8742  -1.5588
H  -2.6953  -7.4657  -2.1321
C  4.0743  -1.4711  -4.2316
C  3.8101  -2.1402  -2.8872
C  2.9601  -3.4169  -3.1318
O  2.8806  -4.2170  -2.0059
C  1.8196  -3.8744  -1.0143
N  5.0433  -2.4484  -2.1678
H  4.5527  -0.4801  -4.1443
H  3.1335  -1.2684  -4.7430
H  4.6442  -2.0772  -4.9669
H  3.2103  -1.4230  -2.3249
H  3.4444  -3.9328  -3.8792
H  1.9376  -3.2451  -3.4409
H  2.1261  -3.0306  -0.4599
H  1.7066  -4.8065  -0.4023
H  0.8404  -3.7572  -1.4929
H  5.7066  -2.8218  -2.8117
H  4.8508  -3.1650  -1.4589
C  -0.6651  -1.5529  0.3979
C  -0.4812  -0.0880  0.7008
C  -0.7607  0.7128  -0.5244
O  0.1123  0.2539  -1.5242
C  -0.2267  0.6318  -2.8384
N  -1.4446  0.2742  1.7147
H  -0.1894  -1.9090  -0.5575
H  -1.7462  -1.7149  0.3056
H  -0.3827  -2.2206  1.1539
H  0.5788  0.1404  0.9294
H  -0.6668  1.8046  -0.3209
H  -1.8097  0.5304  -0.8569
H  0.0557  1.6955  -2.9927
H  -1.3147  0.4434  -2.9744
H  0.3523  -0.0562  -3.5427
H  -1.1382  1.1379  2.1981
H  -2.3422  0.5074  1.3069
C  -0.7718  -5.1638  -6.0383
C  -0.7088  -4.3387  -4.7387
O  -0.0639  -5.1550  -3.7139
O  -1.7145  -4.5817  -6.9762
H  -1.1357  -6.2022  -5.9476
H  0.1456  -5.2060  -6.5967
H  -1.7259  -4.1344  -4.4101
H  -0.1897  -3.3484  -4.7475
H  -0.7890  -5.6328  -3.3701
H  -2.5233  -4.7537  -6.4977
O  -1.0498  0.1044  4.7910
H  -1.7608  0.7645  4.9712
H  -1.1143  -0.0798  3.8546
O  3.0292  1.5349  -2.0702
H  3.8123  1.1978  -1.5624
H  2.2938  1.3099  -1.4575